Formula: C25H46MnP2
Source: the OMol25 dataset
Level of theory: wB97M-V/def2-TZVPD

Its energy relative to the best compared isomer or geometry (same formula, charge and spin) is 870.6 kJ/mol. As for the expectation value of S²: 6.19. The net charge is +1. Its spin multiplicity is 5. Its orbital gap (alpha / beta) is 0.2280 / 0.1773 Ha.

Last column: Löwdin charge in e.
Positions of all 74 atoms, in Å:
1 C -1.05508 3.92971 0.79363  -0.278
2 C -2.69582 2.65585 -1.76976  -0.290
3 C 1.92989 -0.63736 0.07533  -0.231
4 C 2.89868 1.42219 1.27149  -0.037
5 H 1.59284 6.08850 -3.27772  0.108
6 H 0.16693 -0.20911 -1.99609  0.012
7 H -0.00351 4.12594 0.54348  0.014
8 C 0.77878 -1.46917 0.26779  -0.214
9 C -0.06279 -0.88221 1.24273  -0.240
10 H -1.06647 3.77888 1.87721  0.043
11 C 0.62488 -2.81345 -0.31937  -0.026
12 H -1.91422 5.26976 -3.52462  0.122
13 H -1.63452 -2.25734 1.24020  0.069
14 H 3.63637 3.98461 -3.63808  0.122
15 P 0.30402 0.99392 -3.79644  1.093
16 H -1.06220 4.60198 -5.54184  0.134
17 H 1.54491 0.34615 -5.91605  0.099
18 C 3.04130 -0.92078 -0.86677  -0.037
19 H -2.53183 1.43795 1.81249  0.010
20 H 1.01838 -2.87592 -1.35522  0.082
21 C 2.24816 2.17029 -1.92889  -0.136
22 H -3.50442 1.89675 -1.76224  0.087
23 C -0.31088 4.70603 -2.22098  -0.211
24 H 1.99872 -0.54569 -4.36812  0.056
25 H 2.44865 2.34575 -4.56998  0.102
26 H 0.61850 5.33590 -5.16756  0.123
27 H -3.67257 2.72890 1.22195  0.062
28 C -3.01425 1.88328 0.92005  -0.293
29 H -1.93540 -0.79527 2.20746  0.062
30 C 2.62993 4.30558 -3.92039  -0.204
31 H -3.16545 3.64840 -1.85669  0.094
32 C -1.19600 -1.54122 1.92413  -0.036
33 H -2.04765 1.94432 -3.76773  0.077
34 C -0.79688 5.32781 -3.51020  -0.190
35 C 1.83044 3.13004 -4.15297  -0.307
36 C -0.21084 4.67456 -4.80193  -0.139
37 H 3.70372 -0.06374 -0.99715  0.069
38 H -1.32995 3.40348 -3.22574  -0.002
39 H -0.43250 -3.13218 -0.33277  0.082
40 H 3.58115 1.52226 0.43672  0.064
41 H -1.49386 0.25115 -2.34993  0.042
42 H 3.01699 2.91744 -1.74915  0.048
43 P -1.64032 2.42887 -0.11497  0.929
44 H 2.97532 5.59301 -2.14701  0.140
45 H 2.74152 -1.30210 -1.85010  0.070
46 H -3.58793 1.12647 0.34237  0.052
47 C 1.17785 -0.05189 -4.91781  -0.259
48 C 0.39491 3.26558 -4.62279  -0.288
49 H 1.19017 -3.54807 0.29805  0.113
50 C 1.10793 4.58214 -1.93822  -0.243
51 H 2.08079 1.74886 -0.95302  0.000
52 H -1.57025 4.89012 0.65572  0.051
53 Mn 0.55757 2.84118 -2.65913  0.239
54 H 0.60122 0.58955 3.76733  0.112
55 C -1.70264 2.45520 -2.87146  -0.255
56 H -0.57507 6.41004 -3.47378  0.128
57 C -0.55571 0.62003 -1.90393  -0.273
58 H -0.84593 -2.06641 2.82296  0.098
59 C 2.12943 5.25433 -2.80398  -0.134
60 C 0.21891 1.13001 2.86548  -0.030
61 H 2.51337 2.39903 1.59740  0.085
62 H 2.67121 4.79192 -4.89696  0.126
63 H -1.02667 4.85752 -1.38622  0.093
64 H 0.03695 2.77780 -5.52644  0.101
65 H 0.28481 -0.71474 -5.07021  0.058
66 H -0.88167 1.27186 2.99008  0.067
67 H 0.70174 2.14012 2.85732  0.079
68 H 2.73842 1.38053 -2.50196  0.024
69 H -0.81695 0.57480 -0.78484  0.017
70 C 1.84302 0.43294 0.96035  -0.229
71 C 0.58594 0.31493 1.66213  -0.178
72 H 1.37281 4.47521 -0.88730  0.103
73 H 3.43061 0.93238 2.08921  0.103
74 H 3.60259 -1.69920 -0.36017  0.095